Formula: C32H45Cl51NOSi
Source: OMol25
Level of theory: wB97M-V/def2-TZVPD

## Properties
Kohn-Sham gap   7.969 eV
Total charge   +1

Positions of all 131 atoms, in Å:
C: -3.2855 2.3674 0.3914
O: -4.3608 1.6076 -0.1454
C: -3.9259 0.6225 -1.0753
C: -3.8353 1.1831 -2.5480
C: -3.3327 0.1095 -3.5777
C: -2.0158 -0.6413 -3.1357
C: -0.9748 -0.7574 -4.3240
C: 0.2121 0.2555 -4.0886
C: -0.2239 1.6915 -4.4050
C: -0.3592 2.2386 -5.7074
C: -0.8164 3.5809 -5.8975
C: -1.1355 4.3917 -4.7351
Si: -1.8147 6.1757 -4.8235
C: -2.6147 6.5124 -3.1163
C: -3.2438 6.1281 -6.0992
C: -0.5350 7.4914 -5.2855
C: -0.9502 3.7836 -3.4650
N: -0.5071 2.4995 -3.3513
H: -3.1890 3.3154 -0.2012
H: -2.3014 1.8439 0.3612
H: -3.4712 2.6575 1.4491
H: -2.9350 0.2002 -0.7985
H: -4.7053 -0.1766 -1.0842
H: -4.8951 1.4020 -2.8267
H: -3.2314 2.1235 -2.5639
H: -4.1793 -0.5963 -3.7212
H: -3.0943 0.6200 -4.5400
H: -1.5244 -0.0343 -2.3445
H: -2.3059 -1.6349 -2.7438
H: -0.5910 -1.8004 -4.3685
H: -1.4560 -0.5735 -5.3145
H: 0.4466 0.1939 -3.0000
H: 1.1303 -0.0502 -4.6291
H: -0.1328 1.6121 -6.5845
H: -0.9495 4.0464 -6.8872
H: -3.3392 7.3406 -3.2664
H: -1.8645 6.7529 -2.3300
H: -3.1911 5.5922 -2.8496
H: -3.8841 5.2696 -5.7866
H: -2.7535 5.9010 -7.0787
H: -3.7990 7.0881 -6.1491
H: -0.5669 8.2691 -4.4857
H: 0.4930 7.1148 -5.4573
H: -0.8990 8.0068 -6.2075
H: -1.1617 4.3154 -2.5225
H: -0.3820 2.1151 -2.4139
C: -5.5849 4.5608 1.0220
Cl: -4.9479 5.7489 2.1672
Cl: -7.3378 4.4396 1.1554
Cl: -5.1127 4.9847 -0.6319
H: -5.1582 3.5919 1.2614
C: 1.5081 -2.0680 -0.5710
Cl: 3.1123 -2.7298 -0.8538
Cl: 1.4894 -0.3210 -0.8846
Cl: 0.3080 -2.8908 -1.5727
H: 1.2501 -2.2280 0.4704
C: 4.3872 -6.4481 1.1169
Cl: 4.5377 -8.1395 0.6427
Cl: 5.7969 -5.5274 0.5901
Cl: 2.9038 -5.7452 0.4566
H: 4.3339 -6.4001 2.1970
C: -9.4643 6.4124 4.3292
Cl: -9.4457 5.4813 5.8302
Cl: -7.8409 6.5092 3.6354
Cl: -10.5917 5.7032 3.1678
H: -9.7983 7.4184 4.5572
C: -11.8954 4.8151 -0.7225
Cl: -13.0034 3.4409 -0.7583
Cl: -12.4451 6.0271 0.4399
Cl: -10.2559 4.2824 -0.3374
H: -11.8834 5.2687 -1.7071
C: 8.3363 -6.6387 3.3875
Cl: 9.0230 -5.3639 4.3952
Cl: 6.5688 -6.6329 3.5056
Cl: 8.8598 -6.4556 1.7105
H: 8.6967 -7.5931 3.7522
C: -4.0678 9.9090 1.5968
Cl: -3.7513 9.0186 0.1051
Cl: -4.0248 8.7987 2.9703
Cl: -2.9091 11.2231 1.8125
H: -5.0612 10.3390 1.5356
C: 5.2271 -8.9722 -3.4709
Cl: 4.0309 -10.2681 -3.3702
Cl: 4.7441 -7.6013 -2.4673
Cl: 6.8228 -9.5599 -2.9932
H: 5.2817 -8.6391 -4.5011
C: 12.0421 -8.4937 3.3058
Cl: 10.5358 -9.4240 3.3568
Cl: 11.7619 -6.8129 3.7761
Cl: 13.2608 -9.2358 4.3465
H: 12.4121 -8.5050 2.2865
C: 3.7251 -5.5904 6.3214
Cl: 2.3357 -4.7637 7.0299
Cl: 3.4668 -5.8705 4.5920
Cl: 5.2035 -4.6636 6.5864
H: 3.8346 -6.5536 6.8102
C: 2.2789 -8.4500 8.7413
Cl: 0.8888 -7.6240 9.4465
Cl: 2.0275 -8.7292 7.0136
Cl: 3.7594 -7.5201 9.0101
H: 2.3883 -9.4117 9.2299
C: -6.7283 -0.3736 -5.9803
Cl: -5.0584 -0.0603 -6.4830
Cl: -7.5234 -1.4609 -7.1172
Cl: -6.7810 -1.0402 -4.3444
H: -7.2638 0.5693 -5.9792
C: 11.3682 -12.1300 5.8418
Cl: 13.1073 -12.3190 6.0843
Cl: 10.7046 -13.5212 4.9811
Cl: 10.5453 -11.9037 7.3878
H: 11.2058 -11.2454 5.2365
C: 0.6937 9.8468 3.7276
Cl: 1.3300 11.0530 4.8489
Cl: -1.0628 9.7315 3.8641
Cl: 1.1627 10.2334 2.0667
H: 1.1203 8.8842 3.9861
C: -6.4983 1.7202 4.1035
Cl: -7.1664 3.3246 3.7949
Cl: -7.7207 0.4744 3.8420
Cl: -5.0836 1.4263 3.0768
H: -6.1809 1.6732 5.1393
C: -2.9725 10.6608 -4.9650
Cl: -1.3381 11.0703 -5.4891
Cl: -3.7278 9.5059 -6.0765
Cl: -2.9548 9.9766 -3.3403
H: -3.5646 11.5692 -4.9585
C: 16.0037 -14.7000 5.1909
Cl: 14.7652 -15.8317 4.6425
Cl: 17.1428 -15.4998 6.2779
Cl: 16.8523 -13.9883 3.8142
H: 15.5153 -13.9019 5.7381